The following is a quantum chemistry calculation of a cluster of 17 separate species, C41H124N26O17 in total in a non-equilibrium geometry, from the Open Molecules 2025 dataset.

CARTESIAN COORDINATES (ANGSTROEM)
C (26.274154, -12.533312, -11.553108)
C (25.370381, -13.755383, -11.314791)
C (24.598433, -14.180603, -12.578749)
O (23.600451, -13.212900, -12.823894)
C (22.713396, -13.572270, -13.911834)
N (26.108269, -14.922760, -10.802322)
H (26.908029, -12.366145, -10.687118)
H (25.646301, -11.678468, -11.645386)
H (26.892314, -12.628617, -12.430954)
H (24.655148, -13.476074, -10.537753)
H (24.156370, -15.151053, -12.345147)
H (25.285711, -14.282835, -13.431107)
H (21.884218, -12.869564, -13.852305)
H (22.305431, -14.554739, -13.775721)
H (23.252772, -13.527111, -14.852354)
H (27.032153, -14.656048, -10.475753)
H (25.644126, -15.296280, -9.980998)
C (10.036960, -11.789611, -9.693906)
C (11.329648, -12.488537, -10.102552)
C (12.406933, -11.473669, -10.500514)
O (12.756260, -10.725996, -9.314040)
C (13.476414, -9.528588, -9.585062)
N (11.897943, -13.463619, -9.154493)
H (9.371450, -12.518778, -9.273635)
H (9.573247, -11.331034, -10.592912)
H (10.264940, -10.932482, -9.038449)
H (11.164478, -13.109634, -11.004598)
H (12.047782, -10.813131, -11.317210)
H (13.207816, -11.998264, -10.947463)
H (12.973491, -8.816387, -10.231377)
H (14.463769, -9.778267, -10.034442)
H (13.626304, -8.991326, -8.625728)
H (12.018847, -12.996327, -8.234855)
H (11.264520, -14.257167, -9.052379)
C (18.508587, -14.967836, -10.489636)
C (18.057451, -14.228028, -11.716623)
C (17.089826, -13.040724, -11.540725)
O (17.965492, -11.996653, -11.023898)
C (17.440234, -10.701151, -11.195104)
N (19.254495, -13.998999, -12.473464)
H (19.306754, -15.635989, -10.747293)
H (17.744000, -15.484959, -9.899670)
H (18.909191, -14.167386, -9.817816)
H (17.530660, -14.984195, -12.351765)
H (16.299285, -13.358367, -10.820342)
H (16.726587, -12.786475, -12.521729)
H (18.211074, -9.982097, -10.876872)
H (16.647937, -10.588021, -10.444160)
H (17.099853, -10.375558, -12.196866)
H (19.111721, -13.329199, -13.202132)
H (20.018312, -13.615317, -11.900140)
C (14.842643, -12.554728, -17.494354)
C (14.950982, -13.684457, -16.489648)
C (14.932187, -15.002872, -17.262570)
O (13.638133, -15.283429, -17.796798)
C (13.349504, -16.674196, -17.893865)
N (16.212268, -13.564939, -15.781451)
H (14.061465, -12.848365, -18.225634)
H (15.750087, -12.557225, -18.075602)
H (14.658192, -11.584502, -17.067096)
H (14.135578, -13.625861, -15.763689)
H (15.303518, -15.742450, -16.588303)
H (15.603891, -15.038296, -18.133155)
H (14.092233, -17.258803, -18.487134)
H (12.359426, -16.676174, -18.345316)
H (13.357151, -17.182813, -16.910661)
H (16.107719, -13.273673, -14.821348)
H (16.909095, -12.924591, -16.158971)
C (13.604674, -19.374681, -9.274596)
C (14.758771, -19.548828, -10.225389)
C (14.321780, -20.302786, -11.470070)
O (13.920108, -21.635026, -11.171203)
C (13.042617, -22.250952, -12.130300)
N (15.345136, -18.154450, -10.640101)
H (13.346685, -20.359945, -8.887472)
H (12.743057, -19.004992, -9.784348)
H (14.010357, -18.792754, -8.456558)
H (15.509651, -20.132774, -9.692632)
H (15.273519, -20.306101, -12.048137)
H (13.502579, -19.819767, -11.997443)
H (13.506955, -22.468051, -13.116849)
H (12.101636, -21.674057, -12.260201)
H (12.852899, -23.194681, -11.608348)
H (15.426315, -17.657786, -9.762335)
H (16.312899, -18.288113, -10.920416)
C (18.432969, -17.547016, -13.379473)
C (19.089381, -17.171924, -14.708116)
C (17.989262, -16.538030, -15.529717)
O (16.812289, -17.397484, -15.615483)
C (16.840460, -18.114351, -16.829867)
N (20.301876, -16.337804, -14.552725)
H (17.449312, -17.956651, -13.483797)
H (18.345340, -16.627740, -12.806866)
H (19.071594, -18.213827, -12.780458)
H (19.285882, -18.126392, -15.227098)
H (18.315387, -16.256573, -16.558721)
H (17.658601, -15.663508, -15.054986)
H (17.807316, -18.597089, -16.992104)
H (16.693929, -17.403361, -17.676295)
H (16.097435, -18.902614, -16.816551)
H (20.443501, -15.970896, -15.487091)
H (19.981263, -15.578802, -13.955233)
C (17.998779, -9.853433, -15.290083)
C (18.737162, -11.137090, -15.016659)
C (19.503250, -11.688910, -16.185469)
O (18.494543, -12.129741, -17.097965)
C (18.937012, -13.263841, -17.823568)
N (19.663296, -11.032277, -13.890338)
H (18.774425, -9.048306, -15.414422)
H (17.427333, -9.590568, -14.412722)
H (17.325072, -9.906302, -16.136823)
H (17.999697, -11.859946, -14.643861)
H (20.147723, -12.555351, -15.900932)
H (20.094661, -10.815308, -16.570631)
H (19.208383, -14.045633, -17.088127)
H (19.761385, -12.986403, -18.493593)
H (18.113179, -13.688246, -18.384709)
H (19.170973, -11.214558, -13.000238)
H (19.907498, -10.027763, -13.809085)
C (19.467759, -22.093503, -12.686768)
C (19.074215, -22.421534, -11.248738)
C (17.820817, -21.615075, -10.934781)
O (18.067826, -20.229747, -10.966116)
C (19.279373, -19.821563, -10.350267)
N (18.779119, -23.886670, -11.085760)
H (19.762070, -21.058350, -12.614399)
H (18.547256, -22.150662, -13.307818)
H (20.188188, -22.775080, -13.075086)
H (19.816982, -22.256569, -10.501691)
H (17.368646, -21.978210, -9.981369)
H (17.034613, -21.772545, -11.733356)
H (19.418456, -20.195732, -9.322778)
H (19.154242, -18.730236, -10.213427)
H (20.201685, -19.918557, -10.910240)
H (18.382836, -24.067312, -10.151779)
H (18.114302, -24.232657, -11.738068)
C (22.141700, -11.624704, -9.542684)
O (21.947623, -10.485345, -9.071492)
N (21.838184, -11.980002, -10.881722)
N (22.687903, -12.657760, -8.819214)
H (22.430098, -12.736020, -11.270029)
H (21.901099, -11.100348, -11.396387)
H (22.465649, -12.630582, -7.806110)
H (22.551852, -13.525667, -9.362995)
C (14.168996, -14.963145, -12.319893)
O (13.835636, -13.834855, -12.789202)
N (14.217313, -15.209835, -10.923326)
N (14.543908, -16.004564, -13.102675)
H (13.636528, -14.657533, -10.297887)
H (14.329703, -16.197036, -10.715671)
H (14.806545, -15.824514, -14.048609)
H (15.056042, -16.706480, -12.604332)
C (16.448171, -17.245652, -7.147422)
O (15.413178, -17.013696, -7.778052)
N (16.833794, -18.576301, -6.928162)
N (17.336957, -16.313077, -6.670298)
H (17.822319, -18.728708, -6.713131)
H (16.329736, -19.358880, -7.306900)
H (18.210753, -16.524316, -6.184937)
H (17.100892, -15.361913, -6.836899)
C (13.517860, -10.608792, -13.935112)
O (13.248747, -9.469718, -14.242696)
N (12.833710, -11.698658, -14.553376)
N (14.415488, -10.862075, -12.917472)
H (11.996067, -11.414684, -15.030613)
H (12.787805, -12.535994, -13.929010)
H (14.812980, -10.105471, -12.364110)
H (14.448591, -11.809216, -12.557919)
C (18.831562, -10.027007, -7.738386)
O (17.900794, -9.832891, -6.983943)
N (18.961392, -11.057714, -8.648533)
N (19.914398, -9.184103, -7.655262)
H (19.819295, -11.274204, -9.077636)
H (18.394581, -11.858050, -8.504050)
H (20.705777, -9.612097, -8.152480)
H (20.097630, -8.534567, -6.887112)
C (15.831831, -13.353064, -7.724433)
O (16.961305, -13.670550, -7.292218)
N (15.577722, -12.003521, -8.118943)
N (14.809996, -14.326942, -7.899841)
H (16.126600, -11.250689, -7.741494)
H (14.613766, -11.760698, -8.345997)
H (15.007690, -15.349381, -7.794142)
H (13.986331, -14.012912, -8.355966)
C (20.251553, -13.434005, -6.438730)
O (21.376176, -13.053785, -6.178446)
N (19.205614, -13.130397, -5.678497)
N (19.963321, -14.174232, -7.574794)
H (19.526845, -12.622008, -4.878170)
H (18.222479, -13.205530, -5.849179)
H (19.110579, -14.659880, -7.760020)
H (20.676288, -14.356775, -8.273225)
C (22.198214, -16.728195, -10.379238)
O (21.976155, -15.626719, -9.885632)
N (21.760263, -17.154844, -11.532429)
N (22.884977, -17.748336, -9.703549)
H (21.830621, -18.107389, -11.848534)
H (21.198255, -16.567675, -12.086384)
H (23.506904, -17.346759, -9.022460)
H (23.339475, -18.458170, -10.245975)
C (15.092122, -7.353803, -12.176728)
O (15.598295, -8.476360, -12.002786)
N (15.851398, -6.262011, -11.871726)
N (13.859564, -7.148237, -12.705066)
H (15.510016, -5.319718, -11.968421)
H (16.737613, -6.383221, -11.420912)
H (13.456849, -7.962964, -13.132765)
H (13.628583, -6.248172, -13.047958)

Force components x, y, z for each atom (eV/Å):
C -0.32 -0.96 0.55
C 0.33 0.06 0.01
C 0.32 0.26 0.84
O -0.54 -0.38 -0.68
C 0.56 0.80 1.02
N 0.38 -0.08 0.03
H 0.14 0.00 0.14
H -0.42 0.79 -0.29
H 0.23 -0.14 -0.37
H -0.28 0.19 -0.23
H -0.17 -0.19 -0.25
H -0.09 -0.03 0.05
H 0.06 0.20 -0.33
H -0.10 -0.80 0.16
H -0.02 0.13 -0.28
H -0.09 0.02 -0.18
H -0.06 0.00 -0.18
C 0.56 0.81 -0.77
C 0.48 -0.24 -1.08
C -1.35 0.67 0.64
O -0.16 -0.13 -0.81
C 1.07 -0.12 0.58
N 0.16 0.67 0.93
H -0.57 -0.05 0.44
H 0.14 -0.42 0.41
H -0.23 -0.62 0.18
H -0.13 0.45 0.14
H -0.13 -0.01 0.59
H 1.33 -0.58 0.03
H -0.42 -0.19 -0.41
H -0.49 0.33 0.27
H 0.03 -0.55 -0.42
H -0.29 -0.59 -0.67
H 0.14 0.35 0.22
C -0.24 1.59 1.73
C -1.38 -2.01 -1.17
C 2.35 -0.45 1.43
O -0.95 -0.71 -1.34
C -0.04 0.97 1.12
N 1.45 0.40 -0.12
H 0.38 -0.44 -0.03
H -0.18 0.05 -0.35
H 0.01 -0.74 -0.31
H -0.38 0.57 0.45
H 0.22 0.63 -0.53
H -0.55 0.38 -0.36
H -0.11 -0.33 -0.18
H -0.31 0.30 -0.41
H 0.07 -0.79 0.26
H -0.07 0.43 -0.52
H -0.55 0.00 -0.11
C -1.08 -0.91 -0.89
C 0.45 0.84 -0.77
C -0.42 0.11 -0.45
O 0.25 -0.54 0.62
C 0.43 0.22 0.15
N 0.87 -0.33 0.95
H 0.08 0.58 0.40
H 0.59 0.27 -0.18
H -0.11 0.33 0.19
H -0.03 -0.31 -0.19
H -0.13 -0.99 0.60
H 0.39 0.52 0.21
H -0.42 0.61 -0.10
H 0.06 -0.55 -0.01
H -0.27 0.39 -0.13
H -0.42 -0.10 0.21
H -0.50 -0.16 -0.49
C 1.03 -0.72 0.40
C -0.13 1.27 -0.51
C 1.41 -0.38 -0.34
O -0.02 0.35 -0.34
C 0.39 -0.06 0.84
N -0.82 -1.98 0.40
H -0.08 -0.06 0.03
H -0.61 0.79 -0.06
H -0.75 0.50 0.30
H 0.35 -0.08 -0.24
H -0.77 -0.17 -0.60
H 0.11 0.50 -0.12
H -0.07 0.35 0.54
H 0.53 -0.26 0.04
H -0.42 0.01 -0.57
H -0.03 0.19 0.32
H 0.05 -0.26 -0.21
C 1.58 0.54 0.74
C -0.83 -1.64 -0.12
C -0.42 -0.64 -1.06
O 0.99 0.34 -0.23
C 0.29 0.47 -0.54
N -1.28 -0.89 -0.15
H -0.36 -0.42 -0.25
H -0.09 0.15 0.25
H -0.24 0.00 -0.22
H 0.64 0.24 0.14
H -0.11 -0.20 0.53
H -0.52 1.48 0.63
H 0.14 -0.06 0.06
H -0.18 -0.58 0.30
H -0.35 0.10 0.01
H 0.52 0.37 0.06
H 0.24 0.55 0.05
C 0.99 0.80 0.01
C -0.32 -0.88 1.47
C -0.56 0.29 -0.19
O 0.65 -0.10 -0.57
C -0.02 -0.07 0.49
N 0.27 1.49 1.09
H -0.77 -0.47 -0.25
H -0.32 0.14 0.29
H 0.04 0.04 -0.26
H -0.04 -0.27 -0.61
H -0.30 0.79 -0.06
H -0.06 -0.99 -0.20
H 0.34 0.17 -0.42
H -0.03 -0.32 0.13
H -0.25 0.25 -0.26
H 0.33 0.03 -0.57
H 0.21 -0.80 0.04
C -1.26 0.06 0.92
C -2.00 -2.22 -0.74
C -0.78 -0.48 -0.42
O 0.56 0.29 0.28
C -0.88 1.87 1.13
N 0.65 0.74 1.07
H 0.48 0.27 -0.81
H 0.59 0.05 0.25
H 0.82 -0.19 -0.27
H 0.84 0.51 0.23
H 0.30 0.52 -0.20
H 0.81 -0.10 0.83
H -0.09 -0.36 -0.35
H 0.10 -0.35 -0.10
H 0.06 -0.59 -0.41
H 0.33 0.15 -0.60
H -0.63 -0.07 -0.76
C 0.39 0.27 0.28
O 0.23 -1.71 -1.16
N 0.62 1.03 1.12
N -0.86 0.11 -0.72
H -0.37 0.83 0.05
H -0.18 -0.62 -0.38
H 0.18 -0.40 -0.65
H 0.25 0.17 1.28
C -0.65 2.23 0.99
O 0.49 -2.01 0.89
N -0.01 -0.17 -2.20
N -0.08 0.23 0.81
H 0.01 0.04 -0.47
H -0.08 0.16 0.27
H 0.12 0.23 -0.43
H 0.12 -0.70 -0.05
C 1.49 -1.61 0.08
O 0.26 0.40 0.55
N 1.02 1.07 0.43
N -0.53 -1.86 -0.13
H -0.82 -0.08 -0.09
H -0.19 0.34 -0.19
H -0.82 -0.10 -0.31
H -0.05 1.35 -0.15
C -0.51 -1.27 1.09
O -0.30 1.41 -0.84
N 1.60 -0.10 2.06
N -0.66 -1.42 -1.02
H -0.04 0.07 0.09
H -0.04 0.81 -1.07
H -0.15 0.27 -0.50
H 0.13 0.11 -0.18
C 1.81 0.70 1.10
O -2.01 -0.80 0.02
N -1.00 1.07 1.01
N 1.03 -0.76 -1.44
H 1.03 0.18 -0.40
H -0.73 -0.45 0.14
H 0.10 0.98 0.60
H -0.68 -0.81 -0.53
C -0.78 0.19 -0.65
O -1.15 0.33 -0.30
N -1.00 -2.81 0.20
N 2.46 1.98 0.76
H 0.62 0.03 0.37
H 0.29 -0.08 0.06
H -0.04 1.05 -0.23
H -0.73 0.07 -0.33
C -0.71 -1.01 -2.28
O 1.11 0.23 0.15
N -0.02 0.40 1.88
N 0.87 -0.09 -0.28
H -0.37 0.28 0.32
H -0.11 -0.12 -0.68
H -0.53 0.29 0.34
H 0.07 0.10 0.56
C 0.73 -0.66 2.04
O 0.32 -0.07 -0.23
N -0.78 -0.74 -2.09
N 0.15 1.02 0.74
H 0.17 0.14 0.16
H -0.69 0.79 -0.80
H 0.03 -0.13 0.34
H 0.06 -0.07 -0.31
C 1.25 -0.68 -0.14
O -0.75 0.63 0.10
N -0.47 0.78 -0.11
N 0.66 -0.20 0.98
H -0.02 -0.17 0.05
H 0.00 -0.28 0.02
H -0.25 -0.44 -0.57
H -0.25 0.53 -0.27

## Properties
Total energy (eV): -118085.3785
HOMO level (eV): -8.658


The following is a quantum chemistry calculation of a structure of composition C9H23N6O10Sr in a non-equilibrium geometry, from the Open Molecules 2025 dataset.

CARTESIAN COORDINATES (ANGSTROEM)
Sr (0.134877, -0.109943, 0.316905)
C (3.917909, -2.415907, -0.330399)
C (3.506860, -1.539695, 0.791870)
O (4.373500, -1.244014, 1.637151)
O (2.319987, -1.273122, 1.058574)
H (4.281318, -1.854062, -1.190835)
H (3.118234, -3.017449, -0.762558)
H (4.678419, -3.031495, 0.149988)
C (-3.280166, -2.731549, 1.017562)
C (-2.187926, -1.836686, 0.434779)
O (-2.349743, -0.794251, -0.172388)
O (-1.028634, -2.298147, 0.608556)
H (-3.734027, -3.378196, 0.266596)
H (-4.035163, -2.022864, 1.357925)
H (-2.804705, -3.285197, 1.827208)
C (-1.408614, -0.018250, 4.078917)
C (-0.066622, 0.602292, 3.919237)
O (0.590017, 0.212403, 2.932111)
O (0.329972, 1.394794, 4.814416)
H (-1.452964, -0.879487, 3.412284)
H (-2.251723, 0.669944, 4.018539)
H (-1.355014, -0.528840, 5.040441)
C (-0.828408, 1.540799, -2.858784)
O (-0.709087, 1.348519, -1.657532)
N (-1.568201, 0.849083, -3.700204)
N (-0.435170, 2.573696, -3.540757)
H (-1.771522, 1.069301, -4.664708)
H (-2.210377, 0.231582, -3.224386)
H (-0.314886, 3.434365, -3.026101)
H (-0.905192, 2.619189, -4.433566)
C (-0.788433, 3.365303, 1.391894)
O (-1.307852, 2.462514, 0.825090)
N (-0.309680, 3.307861, 2.576813)
N (-0.578606, 4.523464, 0.860988)
H (0.013062, 4.120108, 3.082970)
H (-0.195246, 2.435464, 3.072724)
H (-0.340631, 5.265874, 1.503081)
H (-1.030588, 4.545343, -0.041969)
C (0.769774, -2.069341, -2.469869)
O (1.084534, -1.065054, -1.809400)
N (-0.261031, -2.790040, -2.272744)
N (1.438702, -2.513155, -3.420887)
H (-0.229971, -3.650584, -2.800583)
H (-0.689474, -2.820156, -1.358619)
H (2.350852, -2.159394, -3.671759)
H (1.254478, -3.433949, -3.792768)
O (1.950824, 1.713945, 0.175906)
H (1.985763, 2.516548, 0.696328)
H (2.330574, 1.958436, -0.668039)

Force components x, y, z for each atom (eV/Å):
Sr 0.78 -0.03 1.32
C 0.11 -0.63 -1.07
C -0.31 0.68 3.32
O 1.77 0.03 -0.73
O -2.31 0.15 -1.82
H 0.54 0.18 0.15
H -0.26 -0.16 0.38
H 0.21 -0.18 -0.71
C -0.17 1.31 -0.01
C 0.82 -2.35 0.43
O -1.64 2.05 -1.04
O 1.05 -0.99 0.10
H 0.17 -0.06 -0.02
H -0.34 -0.37 0.33
H -0.41 -0.08 -0.10
C -0.43 -1.46 0.52
C 0.96 0.13 0.82
O 0.12 0.51 -1.21
O -0.36 0.24 -0.47
H -0.52 0.35 -0.55
H 0.05 -0.13 0.01
H -0.47 0.41 0.48
C -1.10 -0.48 2.41
O 0.42 0.00 -0.97
N -2.83 -4.51 -0.43
N 2.56 4.59 -1.51
H 0.15 0.00 0.55
H 0.12 -0.46 -0.34
H 0.31 -0.10 -0.25
H 0.55 0.96 0.34
C 0.26 -0.94 0.95
O -1.70 -3.19 -2.17
N 1.69 -0.72 5.13
N 0.14 3.72 -2.90
H 0.06 -0.37 -0.17
H 0.01 0.03 0.22
H -0.29 0.38 -1.05
H 0.11 1.22 0.16
C 0.17 4.84 4.83
O -0.13 0.01 -0.54
N -4.80 -3.18 1.17
N 5.84 -2.48 -7.00
H -0.74 0.00 0.59
H -0.15 0.23 0.48
H -0.30 0.27 0.35
H 0.16 0.37 0.03
O 0.05 0.23 -0.19
H -0.03 0.08 0.45
H 0.11 -0.10 -0.28

## Properties
Total energy (eV): -39964.4963
Charge: -1
HOMO level (eV): -3.708